{"formula": "CH33O16", "method": "the ωB97M-V functional and the def2-TZVPD basis", "e_lumo_ha": 0.0675, "gap_ev": 8.11, "homo_ev": -6.27, "relative_energy_kj_mol": 108.04, "total_charge": -1, "elements": ["C", "O", "H", "H", "H", "O", "H", "H", "O", "H", "H", "O", "H", "H", "O", "H", "H", "O", "H", "H", "O", "H", "H", "O", "H", "H", "O", "H", "H", "O", "H", "H", "O", "H", "H", "O", "H", "H", "O", "H", "H", "O", "H", "H", "O", "H", "H", "O", "H", "H"], "xyz": [[-14.19700, -8.22500, -0.98500], [-13.78000, -8.41600, -2.31200], [-14.81200, -7.30300, -0.94600], [-13.30900, -8.14900, -0.29800], [-14.92500, -8.99400, -0.64900], [-15.95500, -8.20100, -3.87400], [-15.32800, -8.68800, -3.31900], [-16.45100, -7.57500, -3.32500], [-13.04900, -9.23600, 2.33800], [-13.90700, -8.97600, 2.01400], [-12.69200, -9.56500, 1.52900], [-13.59500, -5.66600, 0.84900], [-13.38500, -5.82000, -0.10800], [-12.88300, -6.08100, 1.35100], [-11.28000, -9.11600, -1.78200], [-12.14500, -8.74900, -1.86300], [-10.92300, -8.57800, -1.08900], [-12.15400, -10.64400, 0.24900], [-12.91300, -11.14000, -0.02500], [-11.94200, -10.01800, -0.39600], [-11.53300, -6.35500, -2.26200], [-11.07100, -6.67200, -3.00400], [-12.46600, -6.50200, -2.41000], [-14.16200, -11.04900, -2.34500], [-14.09500, -10.12000, -2.47500], [-14.43700, -11.13600, -1.44500], [-17.59100, -5.77400, 0.52000], [-17.08200, -5.71300, -0.31400], [-18.21200, -5.02500, 0.45900], [-15.45400, -7.59200, 1.68700], [-16.22100, -7.04600, 1.51900], [-14.82900, -7.00200, 1.25500], [-14.29900, -5.77700, -2.90300], [-14.53000, -6.70500, -2.69100], [-13.93400, -5.66600, -3.76800], [-15.67500, -10.46600, 1.64200], [-16.37800, -10.69900, 2.29400], [-15.82100, -9.57900, 1.28300], [-17.14700, -6.45700, -2.23900], [-18.05800, -6.70100, -2.18200], [-17.04600, -5.80800, -2.92400], [-12.38600, -8.28500, -4.44100], [-12.85700, -9.01500, -4.97200], [-13.02700, -8.32500, -3.72300], [-15.54400, -4.06400, -1.03700], [-16.20800, -3.61000, -1.50800], [-15.17000, -4.74500, -1.63200], [-17.17500, -9.95100, -1.72100], [-17.83500, -9.44900, -2.14500], [-16.59900, -9.31800, -1.27300]], "lowdin_charge": [-0.222, -0.451, 0.061, 0.091, 0.060, -0.084, -0.002, -0.040, -0.064, -0.038, -0.053, -0.057, 0.053, 0.062, -0.036, -0.049, 0.039, -0.013, 0.037, -0.048, -0.035, 0.009, -0.022, -0.030, -0.050, 0.001, -0.076, -0.001, 0.051, -0.057, 0.015, -0.011, -0.055, 0.012, 0.065, -0.077, 0.060, -0.013, -0.023, 0.068, 0.066, -0.102, 0.086, -0.054, -0.049, 0.005, -0.005, -0.024, -0.001, 0.003]}



{"formula": "C39H67B3Br3CaCl4F3NNaO13PRb", "method": "the ωB97M-V functional and the def2-TZVPD basis", "e_lumo_ha": -0.1706, "gap_ev": 0.94, "homo_ev": -5.58, "elements": ["C", "C", "O", "B", "O", "C", "C", "C", "C", "C", "B", "O", "C", "C", "C", "C", "C", "C", "C", "C", "C", "C", "C", "C", "C", "C", "C", "O", "C", "C", "O", "N", "P", "C", "C", "C", "C", "C", "O", "H", "H", "H", "H", "H", "H", "H", "H", "H", "H", "H", "H", "H", "H", "H", "H", "H", "H", "H", "H", "H", "H", "H", "H", "H", "H", "H", "H", "H", "H", "H", "H", "H", "H", "H", "H", "H", "H", "H", "H", "H", "H", "H", "H", "H", "H", "H", "H", "H", "H", "Rb", "C", "O", "C", "C", "O", "C", "H", "H", "H", "H", "H", "H", "H", "H", "H", "H", "Cl", "C", "Br", "Br", "Br", "H", "Ca", "B", "O", "C", "O", "C", "O", "O", "F", "F", "C", "Cl", "Cl", "Cl", "H", "C", "C", "O", "H", "H", "H", "H", "H", "Na", "F"], "xyz": [[5.18367, -4.88519, 3.32870], [3.61790, -4.94601, 3.18227], [3.15797, -4.77992, 1.81794], [2.64279, -3.49112, 1.58547], [3.06574, -2.35393, 2.27757], [1.53622, -3.40867, 0.40660], [0.19086, -3.88955, 0.80336], [-1.00530, -3.89809, -0.15437], [-0.63535, -3.41902, -1.46895], [0.77393, -2.90367, -1.93483], [0.97049, -2.41163, -3.47480], [1.42020, -1.07035, -3.87571], [0.59460, -3.46188, -4.62586], [1.57528, -3.38123, -5.88036], [1.85184, -2.88604, -0.98186], [3.28874, -2.35892, -1.28994], [4.38762, -3.48492, -1.32239], [5.53477, -3.33425, -0.25613], [6.08329, -1.86565, -0.03401], [6.46489, -1.07911, -1.35140], [5.55326, 0.15936, -1.71293], [5.20301, 1.10931, -0.50350], [4.78025, 2.55283, -1.03009], [3.71671, 3.26713, -0.10874], [3.75153, 4.85471, -0.27530], [2.40652, 5.55302, 0.21447], [1.68792, 6.38195, -0.93276], [1.18722, 5.45874, -1.93213], [-0.20766, 5.24604, -1.78573], [-2.04600, -3.54387, -2.20421], [-2.42153, -3.31646, -3.38905], [-3.03869, -3.95687, -1.25019], [-4.37896, -2.76292, -1.04150], [-4.06425, -1.73865, 0.49648], [-5.24200, -0.67885, 0.72363], [-5.90836, -3.79081, -0.61153], [-7.18605, -3.29661, -1.40554], [-2.47718, -4.30206, 0.02131], [-3.03833, -4.75740, 1.02150], [5.49006, -5.48545, 4.23128], [5.73058, -5.31778, 2.45795], [5.55268, -3.84255, 3.52896], [3.12253, -4.26101, 3.91614], [3.32630, -5.99114, 3.49406], [2.53507, -1.62514, 1.90536], [0.04340, -4.26227, 1.86910], [2.27807, -1.24227, -4.31409], [0.65218, -4.49582, -4.19777], [-0.44150, -3.27803, -5.03825], [2.65459, -3.27900, -5.60839], [1.46203, -4.36562, -6.41554], [1.23527, -2.60991, -6.62115], [3.47821, -1.55184, -0.52922], [3.33260, -1.83361, -2.28384], [4.87184, -3.63260, -2.31845], [3.85991, -4.45829, -1.10216], [6.40566, -3.93724, -0.64660], [5.30022, -3.76461, 0.74939], [7.03788, -1.98062, 0.55601], [5.37030, -1.33352, 0.64463], [6.52838, -1.78196, -2.21984], [7.50475, -0.66720, -1.21317], [4.59714, -0.08680, -2.23735], [6.14870, 0.78581, -2.44152], [5.97181, 1.14169, 0.30623], [4.26511, 0.68798, -0.02473], [4.27484, 2.40975, -2.02806], [5.70147, 3.18269, -1.11339], [2.66110, 2.96002, -0.34804], [3.88476, 3.08581, 0.98930], [3.90225, 5.17297, -1.33708], [4.56607, 5.30708, 0.35787], [1.64724, 4.79501, 0.56014], [2.56601, 6.23939, 1.09173], [0.85953, 7.02480, -0.51543], [2.41807, 7.10630, -1.38979], [-0.80896, 6.18600, -1.61903], [-0.45945, 4.54556, -0.91913], [-0.57062, 4.73988, -2.72184], [-3.11766, -1.12870, 0.47040], [-4.07607, -2.39481, 1.41900], [-6.23531, -1.17489, 0.84336], [-5.34496, 0.04831, -0.12230], [-5.06887, -0.06018, 1.64757], [-6.07272, -3.72074, 0.50260], [-5.65159, -4.85336, -0.84364], [-8.07229, -3.40288, -0.73173], [-7.30937, -3.99661, -2.27847], [-7.05375, -2.26362, -1.80440], [-1.06854, -0.85784, -2.24404], [-7.85391, 4.15044, 5.35209], [-8.77438, 4.03037, 4.28163], [-8.12858, 3.86819, 3.02095], [-8.14510, 2.41306, 2.57261], [-7.33897, 1.60085, 3.42494], [-8.10970, 0.86099, 4.35667], [-8.40323, 4.02614, 6.28596], [-7.07134, 3.38790, 5.30582], [-7.39839, 5.14712, 5.34190], [-7.10438, 4.25711, 3.05460], [-8.69122, 4.46432, 2.29580], [-7.71331, 2.34684, 1.56835], [-9.16800, 2.03199, 2.52221], [-8.60368, 0.02701, 3.84840], [-8.85778, 1.48364, 4.85281], [-7.43406, 0.46029, 5.11436], [-3.46812, -5.29725, -4.13071], [-1.81531, 8.23206, -4.24287], [-0.29587, 7.82534, -5.36484], [-3.12609, 6.80821, -4.26867], [-1.26910, 8.66819, -2.43975], [-2.29285, 9.11240, -4.65972], [-0.56717, -6.21536, 1.78450], [4.72974, -8.99894, -1.63934], [5.05390, -7.80079, -2.45307], [3.92153, -7.17876, -2.72205], [3.83028, -6.16018, -3.36589], [2.78759, -7.92842, -2.10230], [1.62073, -7.61971, -2.15817], [3.25388, -8.98773, -1.47117], [5.36143, -8.91618, -0.37685], [5.13327, -10.16778, -2.30987], [-0.97959, 3.83830, 2.92433], [-2.49742, 3.80562, 1.99249], [-0.04127, 2.37088, 2.62755], [-0.05243, 5.26123, 2.50820], [-1.22957, 3.87606, 3.98036], [-0.42649, 8.85007, 3.53011], [1.06994, 8.83358, 3.91040], [1.78169, 8.63599, 2.79070], [-0.72939, 7.90201, 3.08177], [-1.04552, 9.00566, 4.42552], [-0.66171, 9.65495, 2.82882], [1.15681, 8.07286, 4.71968], [1.23969, 9.77560, 4.47411], [-3.34547, 3.99215, -0.12321], [-7.16354, 0.58321, -0.30727]], "lowdin_charge": [-0.063, -0.229, 0.024, -0.602, 0.171, 0.028, -0.094, -0.107, -0.095, -0.070, -0.460, 0.002, -0.130, -0.096, -0.070, -0.106, -0.143, -0.180, -0.198, -0.180, -0.215, -0.213, -0.201, -0.210, -0.185, -0.189, -0.198, -0.203, -0.169, -0.577, -0.240, -0.129, 1.071, -0.421, -0.192, -0.376, -0.146, -0.454, -0.014, 0.087, 0.089, 0.088, 0.123, 0.119, 0.118, 0.017, 0.105, 0.124, 0.125, 0.078, 0.090, 0.083, 0.112, 0.104, 0.120, 0.118, 0.128, 0.078, 0.115, 0.088, 0.111, 0.114, 0.087, 0.115, 0.120, 0.092, 0.116, 0.118, 0.100, 0.115, 0.108, 0.116, 0.041, 0.107, 0.110, 0.134, 0.012, 0.071, 0.092, 0.054, 0.070, 0.064, 0.030, 0.073, 0.078, 0.076, 0.076, 0.076, 0.064, 1.059, -0.119, -0.192, -0.201, -0.194, -0.203, -0.117, 0.088, 0.080, 0.085, 0.115, 0.123, 0.104, 0.131, 0.090, 0.082, 0.083, -0.114, -1.597, 0.589, 0.553, 0.631, -0.026, 1.618, -1.023, 0.229, -0.420, 0.111, -0.429, 0.099, 0.220, 0.110, 0.130, -1.443, 0.605, 0.556, 0.679, 0.036, -0.147, -0.570, -0.288, -0.003, 0.054, 0.057, 0.074, 0.082, 0.543, -0.719]}



{"formula": "C2H11NO2S2", "method": "the ωB97M-V functional and the def2-TZVPD basis", "e_lumo_ha": 0.0151, "gap_ev": 8.94, "homo_ev": -8.53, "relative_energy_kj_mol": 76.44, "smiles": "NCCSS.O.O", "elements": ["N", "C", "C", "S", "S", "H", "H", "H", "H", "H", "H", "H", "O", "H", "H", "O", "H", "H"], "xyz": [[0.68366, -0.45437, 2.34476], [1.85269, -0.60994, 1.50382], [1.84892, 0.33813, 0.27893], [2.21745, -0.50142, -1.34798], [1.07388, -2.25251, -1.33895], [0.57366, -1.03590, 3.15506], [-0.17648, -0.49861, 1.81235], [2.73213, -0.20638, 2.00151], [2.19882, -1.64250, 1.38955], [0.92753, 0.90904, 0.16291], [2.68504, 1.03389, 0.34266], [-0.06600, -1.66341, -0.80711], [-3.86337, 1.97418, -0.70058], [-3.01454, 1.53845, -0.59766], [-3.69298, 2.92466, -0.65934], [-1.98352, 0.22377, -2.16024], [-2.73519, -0.19237, -2.59213], [-1.26171, 0.11527, -2.78756]], "lowdin_charge": [-0.009, -0.376, -0.505, 0.375, 0.276, 0.063, 0.058, 0.093, 0.087, 0.063, 0.057, -0.174, -0.069, -0.001, 0.037, -0.061, 0.048, 0.038]}



{"formula": "C28H41FGeN2O4Pd", "method": "the ωB97M-V functional and the def2-TZVPD basis", "e_lumo_ha": [-0.4539, -0.5823], "gap_ev": [7.24, 4.26], "homo_ev": [-19.59, -20.11], "s_squared": 6.04, "spin_multiplicity": 5, "total_charge": 4, "elements": ["Pd", "C", "C", "C", "C", "C", "C", "C", "F", "C", "C", "C", "O", "C", "C", "N", "C", "C", "O", "O", "H", "H", "H", "H", "H", "H", "H", "H", "H", "H", "H", "C", "C", "C", "C", "Ge", "C", "C", "C", "C", "H", "H", "H", "H", "H", "H", "H", "H", "H", "H", "H", "H", "H", "H", "H", "H", "H", "H", "H", "O", "C", "C", "C", "C", "C", "C", "N", "H", "H", "H", "H", "H", "H", "H", "H", "H", "H", "H"], "xyz": [[-0.78318, -0.48443, 0.76057], [-6.89631, 4.38580, 0.86549], [-7.12237, 2.87447, 0.82331], [-8.21267, 2.43883, -0.14461], [-7.81547, 2.73009, -1.58372], [-6.44209, 2.25454, -1.88762], [-6.00669, 2.13750, -3.19465], [-4.76087, 1.59708, -3.46064], [-4.35144, 1.48353, -4.68725], [-3.92066, 1.11867, -2.43426], [-4.29908, 1.26910, -1.11219], [-3.40627, 0.83363, -0.03742], [-2.40879, 0.10288, -0.32222], [-3.75662, 1.30507, 1.25753], [-4.94689, 1.95038, 1.44836], [-5.84627, 2.18833, 0.46728], [-5.54082, 1.89405, -0.81586], [-2.86288, 1.16964, 2.49698], [-3.17936, 1.79053, 3.47826], [-1.81155, 0.42219, 2.38758], [-7.84274, 4.87510, 1.09278], [-6.51607, 4.77864, -0.07825], [-6.20181, 4.66247, 1.65953], [-7.38902, 2.53957, 1.82603], [-9.13815, 2.94859, 0.11398], [-8.39746, 1.36733, -0.03057], [-7.88464, 3.80083, -1.81921], [-8.52927, 2.27111, -2.27334], [-6.64024, 2.44582, -4.01814], [-2.96624, 0.67731, -2.68886], [-5.18715, 2.29596, 2.44811], [-5.08001, -4.56058, -1.48465], [-3.73256, -4.83647, -2.10434], [-2.49483, -4.69030, -1.13865], [-2.36831, -3.23335, -0.77621], [-0.63644, -2.94359, 0.27757], [-0.53926, -3.63831, 2.17185], [-1.27163, -4.92844, 2.48898], [-0.51887, -6.20766, 2.15450], [0.18595, -6.24426, 0.80593], [-5.85594, -5.02632, -2.10336], [-5.33232, -3.49810, -1.46715], [-5.16981, -4.97452, -0.47942], [-3.58308, -4.24814, -3.01064], [-3.67898, -5.89457, -2.40665], [-1.60742, -5.04836, -1.66584], [-2.65712, -5.30823, -0.25326], [-3.19743, -2.87617, -0.16360], [-2.25591, -2.58833, -1.65669], [0.63343, -3.10816, -0.57012], [-0.93777, -2.82273, 2.78183], [0.53964, -3.72281, 2.34722], [-2.25497, -4.94105, 1.99370], [-1.50778, -4.91651, 3.56005], [-1.20003, -7.05459, 2.24476], [0.22348, -6.38641, 2.94254], [-0.53556, -6.40079, -0.00557], [0.87095, -7.08811, 0.75117], [0.75760, -5.33207, 0.59786], [1.05589, -0.98853, 1.50902], [1.69972, -0.40460, 2.41671], [3.14692, -0.71139, 2.62513], [3.61974, -0.92287, 4.09278], [2.48969, -1.01593, 5.11441], [1.91185, 0.33685, 5.50980], [1.67900, 1.24340, 4.23739], [1.06201, 0.51907, 3.18234], [3.70424, 0.12948, 2.18530], [3.38872, -1.57160, 2.00514], [4.31773, -0.14042, 4.39882], [4.20536, -1.84282, 4.11579], [2.87830, -1.45716, 6.04012], [1.69447, -1.67651, 4.75098], [2.59397, 0.89673, 6.15333], [0.98137, 0.20632, 6.06496], [2.64550, 1.62790, 3.89045], [1.02835, 2.07504, 4.51187], [0.04620, 0.64507, 3.04445]], "lowdin_charge": [0.920, 0.008, -0.269, -0.103, -0.092, -0.041, 0.119, -0.189, 0.208, 0.157, -0.025, -0.232, -0.115, 0.012, 0.103, 0.078, -0.022, -0.562, 0.142, -0.144, 0.114, 0.097, 0.097, 0.164, 0.147, 0.139, 0.160, 0.155, 0.168, 0.152, 0.173, -0.068, -0.154, -0.209, -0.231, 1.094, -0.283, -0.254, -0.236, -0.086, 0.118, 0.081, 0.099, 0.130, 0.163, 0.128, 0.114, 0.092, 0.100, 0.008, 0.067, 0.091, 0.109, 0.137, 0.128, 0.127, 0.066, 0.102, 0.041, -0.098, -0.326, -0.040, -0.129, -0.166, -0.062, -0.039, 0.228, 0.167, 0.143, 0.138, 0.138, 0.156, 0.123, 0.151, 0.141, 0.172, 0.166, 0.140]}



{"formula": "C9H14", "method": "the ωB97M-V functional and the def2-TZVPD basis", "e_lumo_ha": 0.0334, "gap_ev": 9.90, "homo_ev": -8.99, "relative_energy_kj_mol": 38.23, "smiles": "Cc1ccccc1.CC", "elements": ["C", "C", "C", "C", "C", "C", "C", "H", "H", "H", "H", "H", "H", "H", "H", "C", "C", "H", "H", "H", "H", "H", "H"], "xyz": [[0.16857, -1.74390, -0.11141], [0.73403, -1.05123, -1.31090], [1.84094, -0.19695, -1.19656], [2.34743, 0.46068, -2.29636], [1.72897, 0.36878, -3.53645], [0.56902, -0.40088, -3.64874], [0.07970, -1.06382, -2.54203], [0.26457, -1.09026, 0.75583], [0.72897, -2.64370, 0.14861], [-0.87076, -1.97431, -0.26471], [2.28361, -0.09485, -0.22376], [3.23865, 1.05669, -2.23105], [2.07813, 0.89999, -4.40796], [0.08425, -0.34424, -4.61621], [-0.89191, -1.55238, -2.57500], [-2.43183, 0.98339, 3.16600], [-1.13699, 1.33763, 3.86600], [-2.80439, 1.75191, 2.49705], [-2.38732, 0.03471, 2.62381], [-3.26044, 0.77879, 3.85440], [-0.48599, 1.96942, 3.24508], [-0.56236, 0.45658, 4.13432], [-1.31485, 2.05795, 4.67003]], "lowdin_charge": [-0.052, -0.277, -0.055, -0.096, -0.096, -0.092, -0.063, 0.073, 0.084, 0.068, 0.105, 0.096, 0.096, 0.100, 0.108, -0.182, -0.177, 0.059, 0.055, 0.061, 0.061, 0.060, 0.062]}